C5H12O as an isolated structure. Source: OMol25; level of theory: wB97M-V/def2-TZVPD.

```
18
Properties=species:S:1:pos:R:3:nbo_charge:R:1
C 0.07229 1.97856 1.23107 -0.602
C 0.86903 0.70560 0.96758 -0.458
C 0.23328 -0.23243 -0.01992 0.343
C 0.98472 -1.44484 -0.47842 -0.700
O -1.07306 -0.29541 0.04777 -0.390
C -1.80766 -0.98259 -0.81996 -0.241
H -0.07578 2.54009 0.30327 0.212
H -0.91356 1.75255 1.64577 0.213
H 0.60317 2.61993 1.94149 0.211
H 1.04854 0.17395 1.91656 0.205
H 1.86259 0.96071 0.58078 0.215
H -0.15740 0.39374 -1.82511 -0.042
H 2.05875 -1.28661 -0.35219 0.230
H 0.79482 -1.69708 -1.52648 0.232
H 0.69498 -2.31958 0.12697 0.218
H -2.86969 -0.85172 -0.65299 0.185
H -0.85684 0.04081 -2.06316 0.003
H -1.43727 -1.94764 -1.15060 0.167
```

Summary:
- energy above the lowest of the compared OMol25 structures with the same formula, charge and spin (kcal/mol) = 97.96
- lowest unoccupied orbital energy (eV) = 1.0
- electronic energy (eV) = -7423.064